DFT (the ωB97M-V functional and the def2-TZVPD basis) results for a structure of composition C11H21AlF6I2O2P2.

Results
E	-73510.64852	eV
spin multiplicity	1
charge	+2

Each line ends with the natural charge from an NBO analysis.
Atoms and positions in Å:
I: -2.854498 -0.000135 -0.959119  -0.04
I: 0.298302 0.312426 -2.822612  0.06
Al: -0.153712 0.530521 -0.143772  1.26
P: -0.688380 -2.136697 -1.415323  1.33
C: -1.174640 -3.129247 0.044194  -0.98
C: -1.813374 -2.735453 -2.718284  -0.98
H: -1.594049 -3.796708 -2.899385  0.28
H: 0.606250 -4.087644 -1.979614  0.29
H: -1.656303 -2.150195 -3.624812  0.27
H: 1.309433 -2.613490 -2.719872  0.27
H: -1.932080 -2.595905 0.632705  0.27
H: -2.847181 -2.609629 -2.382202  0.27
C: 0.851206 -3.030606 -1.816796  -0.99
H: -1.587705 -4.077974 -0.329752  0.30
H: 1.557870 -2.931644 -0.983910  0.28
H: -0.283372 -3.326858 0.657976  0.28
P: -0.423930 2.875565 -0.942127  0.87
C: -0.855904 3.875479 0.507155  -0.97
C: 0.942561 3.836345 -1.679095  -0.93
H: -1.669435 2.680415 -3.036279  0.26
H: -1.712504 4.336609 -2.366176  0.28
H: -2.744262 3.040208 -1.668049  0.26
C: -1.772407 3.267166 -2.117726  -0.93
H: 1.212920 3.433024 -2.662918  0.26
H: 0.611678 4.881030 -1.780940  0.27
H: -0.735346 4.935889 0.250715  0.28
H: -0.188435 3.616734 1.338723  0.26
H: 1.821207 3.782078 -1.022028  0.27
H: -1.889326 3.670067 0.803754  0.26
C: -1.279042 1.008623 1.465183  0.47
O: -1.984806 1.148567 2.365556  -0.37
C: 0.400414 -1.321246 3.154442  -0.65
C: 1.354425 -0.797474 2.082204  0.13
O: 0.783563 -0.630013 0.812554  -0.99
C: 2.010372 0.572011 2.526320  0.96
F: 2.599249 0.524282 3.750876  -0.28
F: 2.927263 1.028385 1.641079  -0.30
F: 1.035924 1.543180 2.585685  -0.33
C: 2.494502 -1.871067 1.856519  0.97
F: 3.258634 -2.059623 2.968745  -0.29
F: 1.932127 -3.084738 1.538899  -0.34
F: 3.311826 -1.560865 0.824662  -0.30
H: -0.155515 -0.494679 3.591072  0.24
H: 0.971303 -1.810674 3.959641  0.28
H: -0.294832 -2.046045 2.712123  0.23

Forces on atoms 1 to 6 (eV/Å):
I 0.8 -0.5 0.4
I 0.5 -1.7 0.3
Al 0.3 0.3 -0.5
P -0.5 -2.3 -1.5
C -0.1 1.0 1.0
C -0.3 0.6 0.0